1.
19
Properties=species:S:1:pos:R:3 method="wB97M-V/def2-TZVPD" homo_ha=-0.46319 total_charge=+1 homo_lumo_gap_ev=5.25 largest_force_ev_per_a=2.5 energy_ev=-21400.767
I -2.8936 0.9045 -4.7163
Mg -2.0288 -1.9971 -3.0498
O 1.5382 -0.1249 -0.4147
C 0.7905 0.1545 0.7085
H 0.8905 -0.5119 1.5653
H 3.4406 -0.6631 -0.9912
H 3.3421 0.9293 -0.2928
H 3.3084 -0.4861 0.7761
H -1.8751 -1.2424 0.5834
C -1.7147 0.8396 1.1860
H 1.0230 1.1641 1.0472
H -0.4337 -1.6838 0.2048
H -1.3895 1.8593 1.3922
H -2.7341 0.8529 0.8003
N -1.1900 -1.1147 -0.1477
H -0.6159 0.7683 -0.7461
H -1.7568 0.2471 2.1000
C -0.6797 0.1973 0.1802
C 2.9785 -0.0927 -0.1854

***

2.
121
Properties=species:S:1:pos:R:3 method="wB97M-V/def2-TZVPD" homo_ha=-0.29376 total_charge=0 homo_lumo_gap_ev=6.13 largest_force_ev_per_a=7.5 energy_ev=-184569.604
C -10.3984 3.9926 5.3303
C 4.4107 -4.8402 4.7437
O 0.9311 5.5384 -2.7567
H -12.5672 4.9688 6.6789
H 1.2096 -1.1720 -0.7799
H 0.0862 1.7046 0.4652
F 8.7815 -2.8401 -4.5886
H 1.0025 6.4948 -0.9954
F 7.7361 -2.0087 -2.8843
F 7.4236 -6.4944 4.5793
H -13.3482 0.4100 6.4062
F 7.1846 -2.6708 -0.7235
C 8.1531 -3.1771 -3.4309
C -5.5658 1.1127 1.5087
F 8.4971 -4.4948 -1.4532
F -13.4338 0.8853 4.4719
N -8.2682 1.8995 2.3071
C -13.5616 2.5683 6.1639
H -1.2213 -0.0329 -1.7852
F 2.4839 4.7233 -5.9567
F 3.5062 -0.8438 -4.2076
F 5.5200 -6.3334 6.2621
C 3.4900 0.4923 -4.4343
F 3.1764 -2.4815 -6.1287
H 4.5202 0.8133 -4.6127
H 5.3307 -8.2172 2.6539
F 1.2625 0.7404 -5.3317
C -4.0464 1.3910 2.1272
P -7.1073 0.7760 2.6476
F 3.0592 1.0764 -3.2819
F 3.6724 -3.6984 4.7480
F 3.2154 4.3314 -3.9429
H 5.1824 -5.5974 2.3255
F 6.4773 -9.0099 4.0671
H -0.0906 1.2569 -2.5862
F -9.1197 3.6300 5.0424
H -6.7991 0.9764 4.0638
H -0.9787 -1.0174 1.6960
F 5.3336 6.5599 -2.0868
C -5.6764 1.1421 -0.1537
H -12.0502 4.5610 8.2827
F 10.0940 -3.1337 -2.0373
N -4.8251 1.4429 -2.5255
N -7.0109 0.8540 -0.8210
F 1.7344 6.8614 -4.4045
H 6.7457 -4.8572 2.4433
C 2.0860 4.4884 -4.6756
H -1.4522 -1.3984 -0.1003
F -13.4064 3.5280 5.2191
C -4.3398 1.4833 -1.0933
F 5.6606 -3.5550 0.5390
H -1.6933 1.9450 1.7119
H 4.9791 -4.5087 6.8245
C 0.7685 -0.5600 0.1447
C -0.5533 -1.4031 0.6509
H -10.5279 5.0282 4.9962
F -11.1937 3.2039 4.5785
F 3.2195 6.7407 -0.2840
F 1.2008 -1.3501 -4.3132
C -10.6698 3.8608 6.8277
F -3.8705 1.3334 3.5988
H 5.0032 -3.9766 -3.8591
C 0.4355 0.9636 -0.3864
H -1.9745 2.5907 -2.2888
C -13.0144 1.2009 5.7286
O 2.8688 0.1305 -6.8010
H 1.5962 -0.5712 0.9771
F 1.1182 -3.4919 -4.6358
C 1.8929 -2.1789 -6.4576
N -1.6538 2.1622 -1.3833
C 1.5723 6.5199 -1.9326
F 4.7859 -7.7253 4.4997
C -12.1127 4.1578 7.2643
F -14.9009 2.4750 6.3795
C 1.8719 -0.8251 -7.1840
C -0.7056 1.0030 -1.5960
C -2.8187 1.8158 -0.4824
F 6.0575 -5.2066 -1.6058
F -10.3124 2.6357 7.2951
C 0.9623 -2.2894 -5.2515
H -0.0876 -2.2113 -5.5557
F 2.7667 2.1781 -5.9312
C 1.2108 5.6367 -4.1522
F 7.6221 -7.0279 2.4818
C 5.7700 -3.5161 -3.2239
F 3.9486 6.5695 -3.7542
H 0.8687 -0.3778 -7.2040
H -7.6939 -0.5233 2.4374
O 7.0077 -3.9384 -3.8098
H -8.4518 2.4591 3.1928
H 2.0954 -1.0363 -8.2371
F -11.6595 1.1778 5.7009
S -6.5664 1.0684 -2.5130
C 5.4842 -3.9883 -1.7900
C 4.6211 -5.3219 6.1867
C 6.7012 -6.7264 3.4517
C 4.0761 6.9209 -2.4580
F 1.5135 -3.1311 -7.3682
O -12.9958 3.0360 7.3871
H 1.5420 3.5398 -4.6579
F 0.0053 5.6134 -4.7808
H 5.6114 -2.4360 -3.3470
C 3.0383 6.2580 -1.5545
C -2.7215 1.7284 1.1842
H 4.0162 8.0131 -2.3914
O 5.6296 -4.5204 4.0752
F 3.7181 -5.7240 3.9841
C 2.5821 0.8687 -5.6144
H 1.4565 1.4055 -0.8083
H -0.2097 -2.5426 0.7371
F 4.1329 -4.2011 -1.6973
F 3.2364 4.9164 -1.4653
F -9.8591 4.7531 7.4805
H 9.6077 -4.7647 -3.0756
F 3.4594 -5.7947 6.7174
C 6.0088 -5.4220 3.0278
H 1.4160 7.5367 -2.3180
C 5.8790 -3.0083 -0.6869
H 5.2854 -2.0890 -0.7457
C 9.1223 -3.9528 -2.5267
C 5.7803 -7.9344 3.6125

***

3.
6
Properties=species:S:1:pos:R:3 method="wB97M-V/def2-TZVPD" homo_ha=-0.33666 total_charge=0 homo_lumo_gap_ev=7.39 largest_force_ev_per_a=2.0 energy_ev=-55403.561 e_above_lowest_kcal_mol=0.00
P 0.6403 0.1088 -0.9412
Cl 0.2962 -1.8663 -0.8575
I -3.0364 -0.3320 0.3020
I 2.7354 0.4612 0.3663
P -0.7092 1.0652 0.8443
I -0.7075 3.2396 -0.2933

***

4.
15
Properties=species:S:1:pos:R:3 method="wB97M-V/def2-TZVPD" homo_ha=-0.26280 total_charge=0 homo_lumo_gap_ev=7.98 largest_force_ev_per_a=6.4 energy_ev=-10775.124 e_above_lowest_kcal_mol=106.61
C -1.5470 1.3887 -0.0916
H 1.6944 1.3835 0.1943
C 0.3575 0.4560 -0.0939
N 1.6289 0.3880 -0.0320
O -0.1765 1.6743 -0.0632
H -2.6369 -1.8113 -0.2255
N -0.4367 -0.5580 -0.0645
H 3.0713 -1.0742 1.0247
N -2.7638 -0.8725 0.0119
C 2.6873 -0.6016 -0.0191
H 2.4196 -1.5085 -0.3378
H -2.0540 2.2464 0.4786
C -1.7316 0.0041 -0.1313
H 3.5424 -0.1809 -0.7616
H -4.0548 -0.9341 0.1109